# 1
This record from OMol25 describes a single C2H3N3 molecule. The level of theory is ωB97M-V/def2-TZVPD.

Values from the calculation:
- gap between HOMO and LUMO (eV) = 11.484
- E_HOMO (Ha) = -0.377
- ΔE to the lowest compared entry with this formula, charge and spin (kJ/mol) = 55.4
- charge = 0
- SMILES = c1cn[nH]n1

XYZ file:
```
8
Properties=species:S:1:pos:R:3:forces:R:3
N 0.471837 -1.116117 -0.211186 -0.12 0.22 0.03
N 0.597245 1.062730 0.327420 -0.17 -0.18 -0.06
N 1.221625 -0.073994 0.090740 0.22 0.00 -0.01
C -0.682772 0.739950 0.169526 -0.02 0.03 0.03
C -0.761537 -0.620562 -0.167225 0.02 -0.03 0.01
H 2.228144 -0.133714 0.118240 -0.16 -0.03 0.01
H -1.462066 1.475686 0.305485 0.11 -0.12 -0.03
H -1.618809 -1.245134 -0.372849 0.13 0.11 0.04
```
Forces are in eV/Å.

# 2
This record from OMol25 describes a molecular structure, C12H42AsB3F6N2Na2Sn at a distorted geometry. The level of theory is ωB97M-V/def2-TZVPD.

Values from the calculation:
- gap between HOMO and LUMO (eV) = 2.069
- E_HOMO (Ha) = -0.322
- charge = 0

XYZ file:
```
69
Properties=species:S:1:pos:R:3:forces:R:3
Sn 2.960547 6.829985 -3.385665 0.21 -0.44 0.59
As 6.327655 0.118584 5.422254 1.52 0.58 0.98
Na 3.615837 -0.244829 -0.091418 0.01 0.38 0.11
Na 1.274965 4.963652 3.527300 0.49 -0.06 -0.44
F 5.242549 -1.000636 6.385539 1.29 1.41 -1.32
F 4.953565 1.214874 5.116513 0.61 -0.91 0.09
F 6.041633 -0.734608 3.921728 -0.46 0.01 0.44
F 7.740827 -0.991867 5.723407 -1.69 1.32 -0.18
F 6.718767 1.098919 6.880545 -0.45 -1.24 -1.26
F 7.391415 1.241423 4.458033 -1.05 -1.16 1.05
N 2.679042 -4.483040 -1.181669 -1.47 0.85 -0.38
N -7.924537 0.778143 -0.798225 2.46 0.43 -0.45
C -5.963578 -0.729618 -1.471282 -0.63 1.02 0.72
C 1.534945 -3.647639 -3.261775 -0.01 -1.12 -0.53
C 3.657517 -5.344236 -0.588067 2.74 -1.29 -0.34
C 1.373260 -4.822138 -0.562938 0.39 -0.30 1.47
C 1.185470 -4.487300 0.980637 -0.27 -0.34 -1.53
C -6.319080 2.601677 -0.010848 -0.91 -0.83 -0.12
C 5.162456 -4.873471 -0.794608 -1.13 1.53 0.20
C -7.434412 -0.350371 -1.653095 -0.18 0.91 0.48
C -9.789257 1.665261 0.488931 0.76 0.76 0.15
C -7.185757 2.012338 -1.127919 0.62 -0.41 -1.12
C -9.290197 1.117683 -0.852250 -2.61 -2.31 1.31
C 2.552855 -4.644924 -2.660475 -0.09 0.88 0.43
B 6.602550 2.701980 -1.550809 -0.46 -0.44 -2.28
B 4.318298 7.600383 2.452196 -0.07 -0.16 -0.06
B 1.022740 2.923120 -0.168692 0.08 0.08 0.07
H 1.901972 3.351728 0.286834 3.71 2.02 1.92
H 2.244831 -5.656520 -2.924857 0.13 -0.38 0.10
H 5.892540 -5.091039 -0.015022 -0.41 -0.52 0.11
H 0.352116 -5.140549 1.239279 -0.17 0.26 0.38
H 3.488111 -5.528441 0.472819 -0.05 0.68 -0.01
H 3.497923 -4.423672 -3.156459 0.27 -0.31 0.43
H -5.780366 -0.868668 -0.405818 0.19 -0.74 -0.06
H -9.636849 1.722671 -1.690059 0.20 0.21 -0.28
H 0.476712 -4.413388 -1.028999 0.48 0.47 -0.44
H -5.920258 3.585012 -0.260009 -0.14 -0.02 0.18
H 1.248286 -5.896613 -0.697045 -0.09 -0.48 0.16
H 7.422972 3.144867 -2.093960 2.67 2.54 -2.24
H 5.068983 8.285685 2.090141 2.54 3.32 -1.48
H -7.470298 -0.027428 -2.693534 -0.76 -0.33 -0.49
H 6.936447 1.764493 -1.133834 0.61 -3.93 2.61
H 1.263041 2.678451 -1.191739 0.94 -1.22 -4.13
H 1.981472 -4.700819 1.694000 0.21 -0.01 -0.42
H 4.057054 7.915665 3.450481 -0.49 1.17 4.34
H -8.035192 -1.229396 -1.419723 -0.25 0.12 -0.35
H -9.479190 2.708566 0.547870 -0.34 0.24 0.36
H 5.666355 -4.979561 -1.755295 -0.48 -0.78 -0.17
H 0.740768 2.090747 0.457323 -1.13 -3.70 2.28
H -5.320565 0.110880 -1.732381 0.08 -0.09 -0.34
H 1.230257 -2.916244 -2.513223 0.09 0.28 -0.50
H 4.711810 6.596490 2.492106 0.94 -4.43 0.42
H -5.783444 -1.574943 -2.135426 0.35 -0.09 0.42
H -7.011454 2.585818 0.830868 0.22 0.72 0.31
H 1.916496 -3.285207 -4.216321 0.39 0.88 0.42
H 3.456972 7.631718 1.803052 -3.36 -0.09 -3.39
H 6.434283 3.321224 -0.683358 0.07 2.70 4.46
H 3.601824 -6.359064 -0.981924 -0.31 -0.40 -0.43
H 0.873836 -3.447235 1.076843 0.04 -0.02 0.17
H -7.896313 2.707559 -1.574969 -0.20 0.67 0.81
H 0.191109 3.610470 -0.155910 -3.32 2.90 0.04
H -9.284124 1.146409 1.303633 0.13 -0.11 -0.11
H -10.854306 1.548943 0.689540 -0.07 0.24 -0.47
H -9.852543 0.184487 -0.884061 -0.06 -0.37 -0.65
H -6.669713 1.793686 -2.062794 0.99 -0.01 0.09
H 5.689336 2.573407 -2.110942 -3.24 -0.79 -2.68
H 0.673878 -4.175695 -3.671438 -0.47 -0.10 0.71
H 5.045420 -3.790589 -0.752406 0.22 0.39 0.22
H -5.520265 1.932749 0.309369 0.16 -0.04 -0.38
```
Forces are in eV/Å.

# 3
This record from OMol25 describes a molecular structure, C25H25As2F2NPdS5. The level of theory is ωB97M-V/def2-TZVPD.

Values from the calculation:
- gap between HOMO and LUMO (alpha / beta) (eV) = 6.708 / 5.860
- E_HOMO (alpha / beta) (Ha) = -0.236 / -0.268
- 2S+1 = 3
- charge = 0

XYZ file:
```
61
Properties=species:S:1:pos:R:3:forces:R:3
Pd 0.897284 -0.147289 0.146217 0.11 -0.18 -0.51
As -1.034356 -1.597403 -0.469165 -0.05 -0.16 -0.08
As -0.830258 1.512623 0.606116 0.14 0.27 0.07
S 0.627737 -3.361245 -6.147769 -0.03 -0.04 0.03
S 1.566501 -1.529996 -3.990135 -0.13 -0.03 -0.08
S 1.528104 0.811179 -2.193477 -0.15 0.20 0.17
S -0.641940 -0.716764 -5.639025 0.10 -0.07 0.06
S -1.178454 1.821581 -4.161121 0.07 -0.01 0.02
F 3.510618 -0.622795 4.841835 0.00 -0.01 0.01
F -1.006920 -1.701480 5.047954 0.00 0.00 0.00
N 3.151465 0.127529 0.681177 -0.08 0.01 0.33
C -4.983754 0.806059 0.554053 -0.03 0.02 0.01
C 1.277908 -1.189767 4.956871 -0.07 0.01 -0.06
C 2.266593 -0.596200 2.796143 -0.08 -0.04 -0.03
C 5.465396 0.459935 0.215565 -0.02 -0.01 -0.02
C -5.068511 -0.532020 0.193691 -0.02 -0.02 -0.01
C 2.347914 -0.807903 4.173129 -0.03 0.01 -0.02
C 4.133985 0.447127 -0.157329 0.00 0.01 -0.01
C -3.745654 1.417018 0.657296 0.03 0.02 0.01
C 0.822395 -0.006487 -3.542618 0.02 -0.14 0.06
C 0.512755 -1.962887 -5.300294 0.05 0.13 -0.08
C -1.506232 -2.170735 -2.265597 -0.07 0.01 0.06
C -1.212060 -3.301847 0.470531 -0.07 0.10 -0.05
C -0.205769 0.369301 -4.334190 -0.07 0.03 -0.01
C -2.666925 -0.641501 0.013956 0.04 0.03 0.01
C 5.771823 0.112028 1.518131 0.03 0.00 0.02
C 1.006308 -0.756200 2.177036 0.17 0.04 0.32
C -0.082659 -1.118977 2.962219 -0.04 0.04 0.01
C 4.757024 -0.228542 2.393923 -0.04 -0.01 -0.03
C 3.431032 -0.215441 1.954913 0.13 0.03 -0.06
C 0.067218 -1.341262 4.316050 0.06 0.00 0.05
C -0.905094 3.127520 -0.471323 -0.18 -0.11 0.08
C -0.932197 2.254232 2.403574 -0.03 -0.01 -0.09
C -2.583071 0.697204 0.394897 0.03 -0.07 0.01
C -3.916320 -1.250307 -0.079113 0.03 -0.01 -0.01
C 0.045315 3.080338 -4.600902 0.05 0.03 -0.05
H -3.996101 -2.291138 -0.371436 0.01 0.00 0.00
H 0.406134 2.917871 -5.614282 -0.02 -0.02 -0.01
H -1.633694 -1.291929 -2.891557 0.01 0.00 -0.04
H -3.690737 2.461314 0.943378 0.01 -0.01 0.00
H -0.455047 4.046923 -4.553450 -0.03 -0.02 0.03
H -0.276992 -3.851033 0.377415 0.02 0.02 -0.03
H -1.885838 2.763346 2.540059 0.01 0.01 0.01
H 0.875979 3.056792 -3.897947 -0.03 -0.01 0.02
H -1.101361 2.834067 -1.499765 0.04 0.01 -0.05
H 3.822381 0.687345 -1.165625 0.03 0.01 -0.02
H -5.883875 1.371524 0.757210 0.00 0.00 0.00
H -2.439264 -2.732581 -2.223637 0.00 0.00 -0.02
H -2.018790 -3.884981 0.027205 0.00 0.01 -0.01
H 6.799497 0.096804 1.858318 0.00 0.00 0.00
H 0.060563 3.625161 -0.412139 0.02 -0.02 0.00
H -0.822739 1.460415 3.138380 -0.01 -0.01 -0.02
H -1.416480 -3.133963 1.523077 0.02 0.00 0.04
H -0.120060 2.970277 2.523100 0.02 -0.02 -0.01
H 6.229865 0.723735 -0.501021 -0.01 0.01 -0.01
H -1.084627 -1.199220 2.554446 -0.03 -0.04 -0.04
H 1.390537 -1.344215 6.019450 0.01 0.00 0.00
H -0.718826 -2.799108 -2.677403 0.01 0.01 0.03
H -6.034993 -1.013208 0.118903 0.00 0.00 0.00
H -1.688740 3.788726 -0.099790 0.00 0.00 -0.02
H 4.995988 -0.509550 3.403870 0.00 -0.02 -0.01
```
Forces are in eV/Å.

# 4
This record from OMol25 describes 2 unconnected molecules or ions with the total composition C20H18NO2 at a distorted geometry. The level of theory is ωB97M-V/def2-TZVPD.

Values from the calculation:
- gap between HOMO and LUMO (eV) = 6.012
- E_HOMO (Ha) = -0.434
- charge = +1

XYZ file:
```
41
Properties=species:S:1:pos:R:3:forces:R:3
O -1.710060 0.113763 3.175644 0.57 -0.27 0.42
O 5.128636 0.479823 -0.413821 -1.42 -0.42 0.01
N -0.263130 0.236877 3.129147 -0.76 0.03 -0.14
C 3.790249 0.294862 -0.266721 0.70 -0.15 -0.39
C -2.596352 -0.769411 -0.278847 0.54 -1.45 0.00
C 1.714127 1.211186 0.557058 0.35 0.19 -0.19
C -1.337851 1.197007 -0.155204 -1.25 0.11 0.03
C -3.440374 2.864642 -0.956640 0.59 0.23 0.14
C 3.082532 1.289211 0.447331 0.04 -0.11 -0.04
C -0.440624 0.075788 0.041363 0.75 -0.21 -0.48
C -2.159131 3.386011 -0.702726 -0.41 -0.01 -0.04
C -3.198949 -3.078154 -0.421949 0.70 -0.26 0.15
C -3.700346 1.498776 -0.796468 0.51 -0.67 0.40
C -2.661255 0.676873 -0.384711 0.54 1.48 -0.27
C -1.236721 -1.133750 0.017935 -1.32 -0.07 -0.31
C -0.909246 -2.477445 0.190095 0.00 0.18 -0.06
C 1.729370 -0.898425 -0.656730 0.20 -0.18 0.05
C 5.854658 -0.464374 -1.231833 0.00 0.12 0.14
C 0.998880 0.123422 -0.003020 -0.51 -0.09 0.17
C -3.564820 -1.732217 -0.518590 0.35 0.78 0.24
C -1.101111 2.562502 -0.304697 -0.13 -0.17 -0.08
C 3.100598 -0.812867 -0.812094 0.19 0.22 0.13
C -1.891062 -3.443093 -0.057043 -0.32 0.00 -0.01
H 6.877701 -0.093856 -1.189542 -0.09 -0.22 -0.12
H 3.649957 2.107302 0.881651 -0.13 -0.12 -0.04
H 3.658779 -1.581469 -1.351904 -0.40 0.28 0.19
H 0.002299 -0.336079 2.329442 0.05 0.08 0.25
H 5.794459 -1.481934 -0.816784 0.07 0.37 -0.06
H -1.848904 -0.284622 4.051840 -0.02 0.23 -0.41
H -3.931504 -3.855623 -0.633962 0.18 0.17 0.10
H -0.133227 1.208833 2.854223 0.09 -0.12 0.08
H -4.678849 1.057647 -0.981017 0.16 0.31 -0.07
H 0.094112 -2.746908 0.514697 -0.25 -0.17 -0.09
H 1.208075 -1.751423 -1.090898 0.10 0.35 0.04
H -0.108430 2.966371 -0.131435 -0.26 0.12 -0.19
H -1.635273 -4.496984 0.034599 -0.09 0.25 0.01
H -1.986922 4.452961 -0.831207 -0.04 -0.26 0.03
H 5.486379 -0.457794 -2.269319 0.09 0.07 0.35
H -4.577095 -1.418804 -0.770364 0.19 -0.26 0.02
H 1.178342 1.987451 1.101969 0.20 -0.24 -0.10
H -4.237921 3.523920 -1.299474 0.26 -0.12 0.13
```
Forces are in eV/Å.